Entry 1:
The following is a quantum chemistry calculation of a molecular structure, C15H32AlBr2CaCl2F8IN2O12P2S2 in a non-equilibrium geometry, from the Open Molecules 2025 dataset.

Each line ends with the Löwdin charge.
Element x y z (Å)
C1 1.621 -2.956 3.693  -0.186
C2 2.751 -3.511 2.592  -0.253
O1 2.311 -3.393 1.196  -0.261
P1 2.757 -1.879 0.469  0.830
O2 3.219 -2.232 -1.036  -0.298
C3 1.220 -0.705 0.228  -0.183
C4 -0.203 -1.434 0.640  -0.196
C5 -1.489 -0.382 0.684  -0.090
C6 -1.569 0.485 2.092  -0.263
C7 -2.974 0.312 2.915  -0.183
C8 -3.411 -1.228 3.252  -0.693
C9 -2.176 -2.288 3.440  -0.274
I1 -4.954 -2.031 1.852  0.785
O3 -0.346 0.312 2.945  -0.152
C10 0.172 1.672 3.248  -0.097
O4 0.914 2.369 2.358  -0.070
O5 4.110 -1.065 1.199  -0.291
C11 3.699 -0.088 2.219  -0.355
C12 4.813 -0.236 3.458  -0.058
H1 2.020 -3.346 4.747  0.059
H2 0.569 -3.462 3.549  -0.110
H3 1.594 -1.789 3.773  0.071
H4 2.821 -4.682 2.816  0.139
H5 3.816 -3.084 2.821  0.122
H6 1.322 0.303 0.813  0.059
H7 1.147 -0.416 -0.926  0.138
H8 -0.454 -2.276 -0.162  0.150
H9 -0.017 -1.975 1.661  0.059
H10 -1.283 0.385 -0.208  0.122
H11 -2.481 -0.935 0.404  0.085
H12 -1.525 1.629 1.753  0.130
H13 -3.855 0.817 2.291  0.068
H14 -2.887 0.956 3.910  0.135
H15 -3.977 -1.191 4.303  0.095
H16 -1.907 -2.771 2.400  0.076
H17 -2.607 -3.185 4.099  -0.041
H18 -1.252 -1.878 4.036  0.042
H19 -0.036 2.217 4.275  0.175
H20 3.724 1.023 1.784  -0.165
H21 2.606 -0.251 2.608  0.100
H22 4.999 0.850 3.862  0.088
H23 5.794 -0.689 2.975  0.111
H24 4.359 -0.931 4.293  0.086
F1 3.493 0.782 -2.503  -0.365
P2 4.446 -0.087 -3.378  -0.086
F2 3.841 0.618 -4.629  -0.321
F3 5.481 1.077 -3.298  -0.592
F4 3.745 -1.071 -2.393  -0.225
F5 5.802 -0.738 -2.968  -0.147
F6 4.317 -1.187 -4.474  -0.117
Ca1 -0.654 -4.407 4.878  0.635
C13 -0.512 2.691 -2.477  -0.112
C14 -0.657 4.174 -2.363  -0.209
O6 -1.752 4.327 -1.480  0.078
C15 -1.828 3.182 -0.741  -0.506
O7 -2.550 3.037 0.232  0.067
O8 -0.993 2.221 -1.232  0.022
H25 0.526 2.385 -2.632  0.128
H26 -1.130 2.271 -3.277  0.105
H27 0.225 4.647 -1.919  0.140
H28 -0.866 4.647 -3.327  -0.159
Br1 -0.954 5.891 -4.868  -0.041
N1 -6.054 1.817 1.965  0.311
H29 -6.959 2.059 1.546  0.164
H30 -5.919 0.800 1.923  0.043
H31 -5.300 2.284 1.446  0.148
H32 -6.037 2.124 2.944  0.162
N2 -1.487 -0.906 -6.078  -0.265
S1 -1.917 -0.436 -4.643  0.529
O9 -2.702 -1.366 -3.838  -0.307
O10 -2.210 0.980 -4.452  -0.305
F7 -0.502 -0.536 -3.896  -0.190
S2 -2.716 -0.968 -7.056  0.532
O11 -2.445 -1.692 -8.298  -0.262
O12 -3.522 0.234 -7.231  -0.409
F8 -3.732 -1.966 -6.335  -0.254
Al1 3.941 2.174 0.344  1.126
Br2 6.641 1.250 -4.807  0.765
Cl1 3.641 2.681 -3.757  0.127
Cl2 -5.659 -0.030 -6.252  0.288

## Properties
orbital gap: 1.1 eV
HOMO level: -6.033 eV
total energy: -303851.867 eV



Entry 2:
The following is a quantum chemistry calculation of a gas-phase ion, C5H12N (charge +1) in a non-equilibrium geometry, from the Open Molecules 2025 dataset.

Each line ends with the natural charge from an NBO analysis.
Element x y z (Å)
C1 0.946 -1.776 1.414  -0.385
C2 -0.030 -0.852 1.614  -0.200
C3 -0.239 0.406 0.854  -0.474
C4 0.208 0.272 -0.708  0.028
C5 -0.857 -0.605 -1.346  -0.703
N1 0.512 1.907 -1.114  -0.849
H1 1.659 -2.148 2.126  0.231
H2 1.093 -2.167 0.413  0.181
H3 -0.672 -1.084 2.511  0.238
H4 -1.344 0.373 0.766  0.208
H5 0.035 1.210 1.521  0.253
H6 1.311 0.025 -0.611  0.260
H7 -1.486 -0.878 -0.434  0.261
H8 -1.782 -0.225 -1.773  0.279
H9 -0.505 -1.544 -1.766  0.272
H10 1.401 2.131 -1.542  0.473
H11 0.263 2.806 -0.660  0.449
H12 -0.513 2.150 -1.266  0.479

## Properties
relative energy (zero: lowest compared OMol25 entry of this formula, charge and spin): 149.9 kcal/mol
orbital gap: 8.3 eV
HOMO level: -12.208 eV
net charge: +1
total energy: -6857.059 eV



Entry 3:
The following is a quantum chemistry calculation of a single C20H23NO4S molecule, from the Open Molecules 2025 dataset.

Each line ends with the natural charge from an NBO analysis.
Element x y z (Å)
C1 -5.218 -0.325 -1.037  -0.261
O1 -4.065 -0.524 -0.235  -0.490
C2 -3.006 -1.044 -0.859  0.791
O2 -3.014 -1.345 -2.031  -0.614
C3 -1.825 -1.237 0.016  -0.241
C4 -0.863 -2.135 -0.439  -0.145
C5 0.287 -2.395 0.283  -0.076
C6 1.376 -3.283 -0.262  -0.246
N1 2.415 -2.436 -0.823  -0.613
C7 3.515 -2.086 -0.111  0.689
O3 3.900 -2.696 0.861  -0.624
C8 4.173 -0.815 -0.625  -0.493
C9 3.410 0.356 0.010  -0.416
C10 3.689 1.675 -0.691  -0.517
S1 2.701 3.030 0.026  0.251
C11 1.020 2.607 -0.345  -0.177
C12 0.634 1.705 -1.326  -0.202
C13 -0.711 1.465 -1.551  -0.213
C14 -1.676 2.135 -0.820  -0.232
C15 -1.291 3.047 0.149  -0.189
C16 0.048 3.277 0.394  -0.244
C17 0.482 -1.711 1.478  -0.157
C18 -0.449 -0.802 1.939  -0.323
C19 -1.621 -0.549 1.226  0.430
O4 -2.563 0.334 1.615  -0.494
C20 -2.363 1.074 2.796  -0.257
H1 -4.986 0.321 -1.887  0.192
H2 -5.586 -1.280 -1.418  0.194
H3 -5.959 0.140 -0.393  0.195
H4 -1.049 -2.630 -1.381  0.233
H5 0.992 -3.949 -1.038  0.205
H6 1.845 -3.869 0.530  0.243
H7 2.111 -1.824 -1.565  0.388
H8 5.220 -0.794 -0.326  0.232
H9 4.112 -0.766 -1.713  0.204
H10 2.335 0.153 -0.028  0.217
H11 3.686 0.440 1.062  0.224
H12 4.722 1.991 -0.547  0.234
H13 3.487 1.625 -1.762  0.210
H14 1.366 1.196 -1.934  0.198
H15 -1.004 0.754 -2.309  0.226
H16 -2.723 1.948 -1.002  0.217
H17 -2.038 3.581 0.717  0.213
H18 0.360 3.983 1.149  0.219
H19 1.382 -1.888 2.048  0.229
H20 -0.255 -0.288 2.866  0.225
H21 -1.461 1.691 2.734  0.184
H22 -2.305 0.423 3.674  0.180
H23 -3.236 1.718 2.886  0.201

## Properties
relative energy (zero: lowest compared OMol25 entry of this formula, charge and spin): 2.1 kcal/mol
orbital gap: 8.7 eV
HOMO level: -8.193 eV
total energy: -41629.315 eV



Entry 4:
The following is a quantum chemistry calculation of a single C7H14 molecule, from the Open Molecules 2025 dataset.

Each line ends with the natural charge from an NBO analysis.
Element x y z (Å)
C1 1.853 -0.185 0.735  -0.614
C2 0.512 0.389 1.251  -0.210
C3 0.673 1.877 1.593  -0.598
C4 -0.748 0.209 0.317  -0.398
C5 -0.601 -0.808 -0.812  -0.230
C6 -1.667 -1.626 -1.486  -0.414
C7 -0.937 -0.560 -2.257  -0.416
H1 1.733 -0.836 -0.130  0.204
H2 2.549 0.602 0.426  0.205
H3 2.351 -0.793 1.498  0.212
H4 0.285 -0.136 2.189  0.194
H5 1.417 2.051 2.381  0.207
H6 1.002 2.431 0.704  0.200
H7 -0.275 2.314 1.926  0.205
H8 -1.593 -0.063 0.965  0.209
H9 -1.004 1.191 -0.105  0.201
H10 0.294 -1.405 -0.717  0.203
H11 -1.405 -2.663 -1.682  0.209
H12 -2.719 -1.469 -1.270  0.210
H13 -1.513 0.326 -2.516  0.209
H14 -0.206 -0.844 -3.009  0.209

## Properties
relative energy (zero: lowest compared OMol25 entry of this formula, charge and spin): 33.0 kcal/mol
orbital gap: 11.2 eV
HOMO level: -10.000 eV
total energy: -7484.863 eV



Entry 5:
The following is a quantum chemistry calculation of a molecular structure, C35H32N6O2SiW, from the Open Molecules 2025 dataset.

Each line ends with the Löwdin charge.
Element x y z (Å)
W1 0.096 0.171 0.319  1.846
O1 3.041 -0.335 -2.327  0.184
C1 1.952 -0.025 -1.956  -0.406
N1 1.668 0.736 -0.782  -0.053
C2 2.673 1.561 -0.262  -0.194
C3 3.834 1.997 -0.906  0.016
C4 4.665 2.854 -0.219  -0.032
C5 4.362 3.270 1.082  -0.032
C6 3.211 2.858 1.716  0.017
C7 2.356 1.998 1.021  -0.195
N2 1.167 1.411 1.479  -0.051
C8 0.573 1.923 2.668  -0.404
O2 0.734 3.028 3.092  0.174
C9 -0.276 0.890 3.303  -0.176
C10 -0.671 0.961 4.619  0.056
C11 -1.357 -0.124 5.149  0.013
C12 -1.598 -1.217 4.336  0.009
C13 -1.191 -1.192 3.012  -0.067
N3 -0.551 -0.140 2.493  0.001
C14 0.688 -0.355 -2.650  -0.184
C15 0.644 -0.745 -3.969  0.057
C16 -0.604 -0.886 -4.560  0.015
C17 -1.733 -0.628 -3.800  0.009
C18 -1.599 -0.288 -2.465  -0.066
N4 -0.397 -0.157 -1.887  0.009
H1 4.086 1.666 -1.899  0.117
H2 5.572 3.204 -0.693  0.123
H3 5.039 3.935 1.599  0.123
H4 2.982 3.201 2.711  0.116
H5 -0.420 1.838 5.200  0.142
H6 -1.679 -0.121 6.181  0.133
H7 -2.102 -2.096 4.713  0.129
H8 -1.372 -2.033 2.361  0.108
H9 1.570 -0.905 -4.503  0.143
H10 -0.693 -1.179 -5.598  0.134
H11 -2.723 -0.697 -4.226  0.130
H12 -2.472 -0.107 -1.858  0.113
C19 -1.209 3.092 0.215  -0.130
N5 -1.419 1.621 0.341  -0.120
C20 -2.668 1.197 0.469  -0.023
C21 -2.879 -0.173 0.450  -0.321
C22 -4.003 -1.020 0.437  0.028
C23 -3.521 -2.301 0.233  -0.018
C24 -2.123 -2.204 0.109  -0.114
N6 -1.731 -0.933 0.242  -0.167
C25 -1.762 3.587 -1.095  -0.235
C26 -1.090 3.299 -2.280  -0.054
C27 -1.606 3.715 -3.495  -0.065
C28 -2.800 4.426 -3.535  -0.060
C29 -3.467 4.726 -2.358  -0.054
C30 -2.949 4.305 -1.139  -0.037
H13 -0.137 3.282 0.276  0.114
H14 -1.686 3.590 1.061  0.135
H15 -3.486 1.905 0.570  0.159
H16 -5.031 -0.716 0.560  0.129
H17 -4.095 -3.210 0.159  0.118
H18 -1.403 -2.992 -0.057  0.115
H19 -0.139 2.773 -2.246  0.102
H20 -1.070 3.509 -4.413  0.111
H21 -3.198 4.762 -4.482  0.115
H22 -4.385 5.297 -2.385  0.116
H23 -3.464 4.560 -0.219  0.118
C31 3.107 -4.633 2.220  -0.170
Si1 2.084 -4.564 0.670  0.455
C32 0.592 -5.681 0.737  -0.181
C33 3.067 -4.775 -0.894  -0.171
C34 1.389 -2.806 0.589  -0.084
C35 0.948 -1.662 0.546  -0.223
H24 3.555 -5.624 2.313  0.047
H25 2.504 -4.455 3.111  0.038
H26 3.916 -3.902 2.200  0.042
H27 0.910 -6.718 0.870  0.045
H28 0.014 -5.637 -0.188  0.034
H29 -0.065 -5.435 1.573  0.032
H30 3.586 -5.735 -0.891  0.046
H31 3.819 -3.991 -1.000  0.040
H32 2.420 -4.751 -1.772  0.036

## Properties
relative energy (zero: lowest compared OMol25 entry of this formula, charge and spin): 1.5 kcal/mol
orbital gap: 5.6 eV
HOMO level: -13.841 eV
net charge: +2
total energy: -59541.533 eV



Q: Look up the orbital gap of the fifth one.
A: 5.6 eV